1.
Density functional theory data (ωB97M-V/def2-TZVPD) for 2 unconnected molecules or ions with the total composition C4H7BO2.

```
14
Properties=species:S:1:pos:R:3:forces:R:3
B 0.77088 0.50108 -0.08550 -4.5650 0.4330 -2.1045
C 1.84732 -0.20465 0.46178 3.2795 -2.3544 2.3296
C -1.71867 -0.85586 -0.05521 0.7171 -1.1541 0.0121
C 0.27525 1.60468 -1.12796 -0.8846 -1.1810 1.8056
C -0.69575 -1.11633 0.98739 -1.1450 3.8063 -0.7588
O 2.80135 -0.95075 0.34350 -0.6030 0.4057 -0.3592
O -2.52554 0.06210 -0.13898 0.9725 -1.1451 0.0093
H 1.52834 0.04265 1.55218 0.2104 0.6307 0.1211
H -1.59320 -1.74482 -0.76444 -0.8866 1.1511 -0.4116
H -0.84547 1.45675 -1.35204 1.8142 0.3065 0.1468
H 0.97212 1.41897 -1.94442 -0.3012 -0.0006 -0.4463
H 0.48338 2.60923 -0.76218 -0.2107 0.1300 -0.0495
H -0.19470 -2.03691 0.92404 0.5922 -1.0453 -0.0254
H -1.10530 -0.78612 1.96186 1.0102 0.0172 -0.2694
```
Positions in Å, forces in eV/Å.

E_HOMO (spin up / spin down) (eV): -9.2291 / -9.2283
Total charge: 0
Energy above the lowest of the compared OMol25 structures with the same formula, charge and spin (kJ/mol): 585.1
LUMO (spin up / spin down) (eV): -1.0 / -1.0
Frontier orbital gap (spin up / spin down) (eV): 8.2 / 8.2

2.
Density functional theory data (ωB97M-V/def2-TZVPD) for 2 unconnected molecules or ions with the total composition C4H7BO2.

```
14
Properties=species:S:1:pos:R:3:forces:R:3
B 1.08279 -0.12160 -0.92710 -0.2280 -0.0169 -1.3438
C -0.68976 -0.21268 2.43700 1.8221 -1.2910 0.2347
C -1.56585 0.15484 -1.20952 1.0687 0.2755 1.3159
C -0.63613 0.64781 1.45657 -0.2243 2.2786 -4.4453
C -0.39434 0.16571 -0.57196 -1.5082 0.9493 4.2131
O 2.16933 0.52982 -0.41519 -0.4481 -0.2924 0.3042
O 1.20063 -1.04960 -1.94295 -3.8116 0.3882 2.4122
H -0.65421 0.12418 3.46769 -0.5392 0.0671 0.0498
H -0.32483 -1.26083 2.28992 -0.8582 0.8412 0.0189
H -2.49290 0.32440 -0.71883 -0.5241 0.2263 0.8563
H -1.75472 0.04636 -2.23591 0.5997 -0.4351 -1.5680
H -0.79486 1.82099 1.51032 0.3236 -2.7213 0.0455
H 2.93200 0.02078 -0.69034 0.5809 0.2111 0.0361
H 1.92286 -1.19018 -2.44971 3.7466 -0.4808 -2.1298
```
Positions in Å, forces in eV/Å.

E_HOMO (eV): -9.2717
Total charge: 0
Energy above the lowest of the compared OMol25 structures with the same formula, charge and spin (kJ/mol): 276.7
LUMO (eV): 0.3
Frontier orbital gap (eV): 9.6